No. 1
Density functional theory data (ωB97M-V/def2-TZVPD) for 6 unconnected molecules or ions with the total composition C36H83B2N8O9S2 at a distorted geometry.

As for the energy: -92037.6364 eV. The HOMO energy is -10.329 eV. The calculation puts the maximum force at 5.148 eV Å⁻¹. Its total charge is +1.

CARTESIAN COORDINATES (ANGSTROEM)
C  0.70  2.75  -0.85
C  -0.16  -4.51  -5.59
C  -4.68  3.96  4.85
H  -5.37  3.12  4.93
N  -2.89  2.48  5.56
H  1.51  -7.27  -0.73
C  -3.24  3.53  4.60
H  0.47  2.39  -1.92
H  1.48  -4.18  2.11
B  5.11  -1.03  0.22
C  6.87  0.83  -0.91
S  -0.78  3.78  -0.33
C  7.08  2.18  -1.69
H  2.66  3.25  0.28
N  -0.50  -4.52  -3.17
H  0.27  -3.50  -5.64
N  0.68  1.50  5.55
H  0.23  -5.07  -6.44
C  5.44  0.37  -0.55
C  -2.97  3.09  3.15
H  2.05  -1.04  7.33
H  9.02  0.78  -0.33
N  5.31  4.38  -4.28
H  0.96  2.03  4.72
H  -8.15  4.57  -0.64
C  8.18  0.00  -0.54
H  -4.46  0.18  -3.37
C  3.00  1.89  8.40
H  -1.24  -4.40  -5.70
H  0.70  2.18  6.30
H  3.83  0.44  6.44
H  -9.65  4.82  -3.21
H  -2.61  4.40  4.79
C  -4.15  1.68  -1.70
H  -10.23  1.83  -3.04
B  5.97  4.35  -2.92
O  6.68  5.51  -2.47
C  -7.44  4.49  -1.47
H  -11.11  3.95  -3.64
H  3.12  4.13  -2.59
C  0.23  -5.17  -4.27
H  -1.69  1.17  0.61
C  8.58  -0.88  -1.83
H  1.85  -0.13  4.95
H  -8.20  1.35  -1.92
H  3.33  0.83  -0.68
C  1.65  -4.88  0.09
O  2.56  -5.46  -0.83
H  -7.99  3.23  -4.28
C  2.13  -4.87  1.56
H  -10.65  4.10  -1.94
H  1.97  1.74  8.73
C  4.38  2.43  -1.65
C  -4.85  1.75  2.51
H  0.84  0.16  7.81
H  -7.73  5.15  -2.29
H  3.56  -3.44  1.30
H  -5.02  0.88  1.86
C  -2.15  3.10  -1.42
H  -1.49  -7.33  -6.20
H  -2.69  0.69  -3.20
O  4.17  -1.93  -0.42
H  3.60  1.00  8.59
C  -9.49  2.64  -3.05
C  2.10  3.51  -0.70
H  6.02  4.17  -5.02
C  5.69  -1.50  1.66
C  1.72  0.50  5.83
C  3.08  1.17  6.12
H  0.44  -1.05  6.61
H  -1.47  -4.84  -3.22
N  -8.79  2.60  -4.35
O  -3.47  1.79  2.83
H  2.87  -7.19  -1.87
H  9.70  -0.97  -2.01
H  0.65  -5.33  -0.01
H  7.07  5.92  -3.29
C  -10.26  3.95  -2.95
C  -2.10  -7.07  -5.33
H  3.96  -1.51  -1.29
H  -2.55  -6.08  -5.46
N  3.51  -4.39  1.67
C  5.79  2.98  -2.06
H  8.12  -0.47  -2.80
H  7.18  -2.20  -2.20
H  6.72  -1.09  1.92
H  -8.36  1.68  -4.46
C  0.01  -6.70  -4.26
H  -1.89  3.03  3.01
H  4.98  -1.23  2.52
C  -2.90  -0.46  -0.51
H  -4.76  4.52  5.79
H  3.41  2.72  8.98
H  -5.04  4.62  4.05
O  7.99  -2.21  -1.64
C  1.24  -0.40  6.97
H  0.66  1.80  -0.19
H  3.20  -7.31  -0.14
N  4.27  1.18  -0.92
H  -0.16  -4.90  -2.29
H  -2.91  -7.79  -5.24
N  -3.06  2.13  -0.80
H  4.07  -4.93  1.01
O  -1.34  -7.10  -4.12
H  -1.33  0.94  -1.24
H  -1.90  2.26  5.46
C  -3.65  0.44  -2.61
H  0.47  -7.17  -5.14
H  0.53  -7.11  -3.39
H  8.14  2.50  -1.95
S  -2.19  3.64  -3.00
O  -7.32  3.16  -1.94
O  -3.38  -0.77  -1.83
O  3.02  2.27  7.03
H  8.11  -0.63  0.40
H  4.66  3.57  -4.35
C  3.00  3.15  -2.01
H  1.30  -5.00  -4.12
H  -5.18  2.65  1.99
H  -5.44  1.59  3.42
H  5.75  -2.65  1.64
C  2.02  -6.23  2.24
H  2.80  -6.92  1.93
H  1.05  -6.70  2.03
H  -2.17  -1.24  -0.08
H  2.46  2.43  -2.73
H  -9.02  2.53  -0.91
C  2.52  -6.88  -0.88
H  -3.80  -0.42  0.20
H  2.10  -6.12  3.32
H  -3.35  1.62  5.25
H  -4.97  1.24  -1.01
H  -3.34  3.83  2.42
H  1.54  -3.83  -0.23
C  -2.16  0.96  -0.42
H  1.88  4.65  -0.69
C  -8.52  2.40  -1.88
H  -6.46  4.82  -1.12
H  3.45  1.60  5.17
H  -4.66  2.51  -2.29

=====

No. 2
Density functional theory data (ωB97M-V/def2-TZVPD) for 13 unconnected molecules or ions with the total composition C36H84ClN12O16 at a distorted geometry.

As for the energy: -101851.5996 eV. The HOMO energy is -7.013 eV. The calculation puts the maximum force at 4.694 eV Å⁻¹. For the energy above the lowest of the compared OMol25 structures with the same formula, charge and spin, the calculation gives 27.8 kcal per mole. Its total charge is -1.

CARTESIAN COORDINATES (ANGSTROEM)
H  -3.68  1.25  2.10
C  -3.30  -2.58  5.50
C  2.70  0.37  3.95
C  -0.78  3.99  -4.53
H  -2.64  0.02  4.76
H  4.75  1.63  5.42
H  -4.00  -1.82  5.84
H  -4.07  0.31  -3.97
H  -3.20  -0.85  -3.05
H  5.90  -3.51  -0.42
C  -1.09  6.64  0.97
H  -3.85  -3.04  4.67
C  1.99  1.49  -3.88
H  -2.75  -4.06  -0.48
H  -4.08  -1.67  -0.01
H  1.69  3.42  -0.25
C  -1.97  -4.32  0.24
N  1.85  -3.45  2.75
H  1.61  5.09  0.23
H  -6.54  0.81  -3.64
O  -0.35  1.49  -0.69
H  0.95  -1.57  3.30
H  -6.46  0.81  -2.02
H  -4.93  0.56  3.13
C  -6.09  -0.09  0.40
N  -1.22  3.97  -3.27
O  1.44  3.47  5.26
H  0.69  4.34  -2.39
C  3.39  0.40  -5.75
H  3.77  2.69  -1.55
H  2.35  -0.41  4.62
O  -2.08  -3.50  -3.41
H  2.50  0.23  -6.35
H  -3.85  0.66  -2.26
H  -3.57  4.54  1.02
Cl  0.11  0.37  0.09
H  -7.46  -0.47  -2.82
N  3.00  0.48  -4.32
C  0.17  -1.82  -3.60
C  -0.94  4.50  2.14
H  -2.94  -0.83  0.99
H  8.15  -2.54  -0.58
H  8.19  -2.28  1.14
H  2.60  -2.61  4.45
C  -2.09  -0.78  4.27
C  2.16  4.16  0.40
O  4.14  -1.41  -3.78
C  2.66  -3.53  3.85
H  0.04  4.75  2.55
O  6.50  0.62  0.69
H  -1.54  4.29  3.03
H  3.71  0.11  3.63
C  4.13  2.79  -0.53
H  2.31  -5.36  1.96
O  -1.44  7.36  0.03
H  -2.96  4.36  -2.27
H  -1.04  -7.50  -0.25
H  3.00  -0.31  -2.48
N  -5.37  -0.78  -2.79
C  1.70  2.46  4.62
H  4.46  -2.60  0.06
H  1.87  -4.25  0.75
H  -2.52  -2.99  -5.33
H  1.10  1.34  -4.49
O  0.02  0.53  1.50
N  -0.78  -2.17  -4.65
C  -4.72  0.93  2.13
H  3.64  2.75  6.29
C  -1.86  -2.90  -4.46
C  7.87  -1.83  0.20
H  -6.23  -1.02  -0.18
C  -0.36  4.50  -2.16
C  -6.52  0.08  -2.83
H  -1.79  -6.87  1.12
H  3.64  1.92  -0.07
H  3.68  1.01  6.58
O  3.23  -4.58  4.23
C  1.02  -2.31  2.51
H  0.30  -0.76  -3.37
C  3.74  1.77  5.81
H  4.11  -0.40  -5.94
N  3.55  4.10  0.00
C  3.48  -0.44  -3.47
C  -0.32  -5.35  -1.21
C  -2.53  3.57  -2.89
H  -0.67  5.52  -1.93
H  -1.09  -0.56  -6.09
C  -1.81  -6.78  0.04
H  -2.40  -4.34  1.24
N  6.39  -1.59  0.23
N  -1.29  -5.49  -0.34
O  -6.49  -2.72  -2.39
H  5.60  -3.26  1.26
C  -4.02  -0.14  -2.98
C  4.27  5.25  -0.08
H  -1.51  3.63  -5.28
O  0.33  4.40  -4.83
O  0.14  -1.84  5.39
C  1.63  -4.53  1.77
O  1.54  0.25  -0.13
H  -2.69  -7.03  -0.56
H  -4.18  -1.97  1.70
H  -5.37  1.80  1.99
H  0.56  -1.19  -6.08
H  1.84  1.41  -2.80
H  -0.80  -2.11  -6.78
H  1.44  -1.70  1.72
C  -0.89  -2.40  5.63
H  -3.05  5.55  -0.36
C  5.52  -2.77  0.29
H  2.31  2.49  -4.16
C  -3.97  -1.20  0.96
H  -0.95  -3.33  6.22
H  -0.85  3.54  1.63
C  -0.49  -1.46  -5.97
N  2.76  1.60  4.75
C  -5.42  -2.12  -2.56
H  1.15  -2.27  -3.75
H  -1.33  -3.44  0.18
H  -4.45  -2.63  -2.64
H  8.46  -0.93  0.03
C  5.87  -0.43  0.69
H  4.80  -0.50  0.94
H  -0.36  4.10  -1.14
H  3.87  1.33  -6.02
N  -1.60  5.46  1.24
O  5.46  5.29  -0.12
H  -3.14  -3.38  6.22
H  -1.08  -0.49  4.01
H  -2.34  4.05  -0.17
H  1.96  3.83  1.42
C  -2.72  4.88  0.43
O  -0.59  -0.81  -0.26
H  5.21  2.73  -0.56
H  3.57  6.07  0.12
O  0.36  -6.34  -1.66
O  -6.94  0.83  0.35
N  -2.05  -1.95  5.12
H  1.94  0.40  3.16
H  0.61  -4.89  1.94
H  -0.30  6.95  1.66
H  -0.10  -2.24  -2.64
H  1.07  2.17  3.77
H  -2.78  -1.00  3.45
H  -3.23  3.23  -3.65
H  -2.54  2.70  -2.23
N  -4.95  -0.09  1.11
H  0.00  -2.62  2.28
H  -0.14  -4.33  -1.59